1.
Computed, not measured: 11 unconnected molecules or ions with the total composition C39H60Cl20F9I2N2O5, with ωB97M-V with the def2-TZVPD basis set.

Each line ends with the Mulliken charge.
Cartesian coordinates (Å):
I1 0.21112 -0.82873 5.41996  0.0625
I2 -6.29137 -0.72018 -1.69233  0.1020
Cl1 4.03445 -4.20680 3.33725  -0.0999
Cl2 2.15563 6.53448 -5.26808  -0.1229
Cl3 7.03445 6.75496 0.14902  -0.1671
Cl4 -4.68177 -2.27623 -5.73126  -0.0959
Cl5 7.10672 -6.21648 5.83923  -0.1743
Cl6 5.30672 -6.31118 1.77156  -0.1898
Cl7 -0.17082 8.22297 -4.78320  -0.1617
Cl8 -10.67241 2.09578 -0.83174  -0.1493
Cl9 -10.20073 3.53257 1.66057  -0.1598
Cl10 5.83445 -4.11210 7.40492  -0.0880
Cl11 4.42132 4.73101 -3.85305  -0.1649
Cl12 8.30672 4.65059 -1.41668  -0.1614
Cl13 -6.54437 -4.04086 0.60985  -0.0783
Cl14 -5.15345 -3.71301 -8.22357  -0.1615
Cl15 7.42132 4.19380 8.95677  -0.1577
Cl16 4.58776 -0.97245 5.60647  -0.1135
Cl17 3.00107 2.21772 -3.44720  -0.2404
Cl18 6.00107 1.68051 9.36262  -0.1555
Cl19 -8.87082 -2.35237 1.09473  -0.1254
Cl20 3.31549 1.13192 7.17217  -0.1500
F1 0.63189 1.36642 -7.15036  -0.2359
F2 -3.25543 1.09928 -7.14307  -0.2054
F3 -1.67099 0.64910 -8.87231  -0.2546
F4 -2.05746 0.45941 -4.20622  -0.3427
F5 0.30974 0.27981 -4.43672  -0.3129
F6 -0.92286 3.05150 -7.81063  -0.2803
F7 -2.31268 3.03151 -5.13707  -0.2941
F8 0.02253 3.52325 -5.14073  -0.1162
F9 -1.50722 -0.64400 -6.87386  -0.2163
O1 0.45675 -6.64810 -0.42138  -0.3544
O2 1.20157 -4.88979 -2.04018  -0.5534
O3 4.30790 0.60895 0.44981  -0.2593
O4 -6.26555 2.16347 -0.71727  -0.5925
O5 5.88588 2.44226 1.11883  -0.5599
N1 -1.04973 0.60946 1.18372  0.7376
N2 -3.31446 2.26079 0.11694  -0.1227
C1 -1.76651 -2.16858 -0.07702  0.0777
C2 -2.92446 -1.10743 0.37783  -0.2613
C3 -1.94645 -1.82583 3.33511  -0.4299
C4 4.01855 -0.48954 7.20891  -0.2669
C5 -1.91931 2.84080 0.15677  0.2136
C6 -0.29870 -1.86389 3.56034  -0.8399
C7 -1.18083 -4.81139 0.49963  -0.2597
C8 6.53751 -5.73356 7.44166  -0.3112
C9 -2.44939 0.08450 1.38939  0.1045
C10 -8.25344 -3.77446 0.24531  -0.4025
C11 -0.92710 0.92021 -1.45890  -0.4322
C12 -9.67886 3.30732 -0.01332  0.2619
C13 3.14327 3.66605 -4.45074  0.1389
C14 5.30839 1.68391 0.15025  0.4522
C15 0.67197 2.19637 0.20817  -1.0519
C16 1.82918 1.09089 -0.26458  1.7285
C17 -0.95126 2.40952 -5.34268  0.4905
C18 -4.15990 -2.50148 -7.40515  -0.1869
C19 0.44656 6.80088 -5.63262  0.1945
C20 6.14327 3.12884 8.35907  -0.2139
C21 -0.75312 1.88002 -6.88079  0.4777
C22 -0.90097 -6.08429 -0.51454  -0.4370
C23 7.73751 5.13350 0.18575  0.2316
C24 -1.63686 3.82235 1.47262  -0.1098
C25 3.07174 -5.97060 -0.67020  -0.6575
C26 -1.43921 4.29176 2.79609  -0.8911
C27 1.46044 -5.80236 -1.08609  0.5186
C28 -1.82727 0.74361 -7.37243  0.6134
C29 -5.13531 0.73938 1.19194  -0.4149
C30 4.73751 -5.82827 3.37399  0.3264
C31 5.64569 1.88665 -1.46486  -0.0130
C32 -2.54098 -0.33769 3.00576  -0.5681
C33 -2.30670 -3.75152 -0.11913  -0.2143
C34 3.02992 1.20464 0.87196  -0.6283
C35 -0.78816 1.25167 -4.18521  0.9749
C36 -0.47224 1.91198 -2.68107  -0.5004
C37 -5.86358 0.92992 -0.30190  0.0071
C38 -0.87461 1.58119 0.03883  -0.6927
C39 -3.59477 1.29525 1.24126  -0.7521
H1 5.77781 -6.44332 7.77815  0.2676
H2 8.58145 5.12726 0.87982  0.2930
H3 2.32251 1.40811 -1.30315  -1.2972
H4 6.07990 2.95039 -1.70477  0.0296
H5 5.58145 -5.83450 4.06806  -0.3150
H6 3.25886 -1.19929 7.54539  0.2913
H7 -8.36842 -3.62376 -0.83083  0.2463
H8 -3.42301 -0.69523 -0.60439  -0.4131
H9 6.37901 2.83012 7.33472  0.2557
H10 -3.50095 1.90766 2.26169  0.3460
H11 5.19327 3.66847 8.37667  0.2684
H12 -4.24850 -1.55068 -7.93641  0.1905
H13 -2.42728 -4.04131 -1.25044  0.4566
H14 -3.95311 3.09874 0.25358  0.5086
H15 -1.54906 -5.24581 1.54774  0.2751
H16 0.70115 2.12907 -2.64925  -0.5140
H17 -2.32633 -2.68078 2.60153  0.0983
H18 6.38680 1.03360 -1.77393  0.3007
H19 6.97781 4.42374 0.52224  -0.1506
H20 -1.29872 -1.97960 -1.13690  0.2673
H21 -3.27436 -3.90857 0.52918  -0.0680
H22 -9.76746 4.25812 -0.54459  0.2669
H23 -8.82501 -4.65169 0.55818  0.3571
H24 -0.91788 -2.17631 0.76182  -0.4359
H25 2.19327 4.20567 -4.43315  -0.2121
H26 0.31260 -1.54037 2.61746  0.1626
H27 3.97781 -6.53802 3.71047  0.3036
H28 4.86249 -0.49577 7.90297  0.2482
H29 -2.39660 -2.12986 4.39913  0.4244
H30 0.83791 2.40716 1.35072  0.5976
H31 -1.64320 -6.96854 -0.21074  0.2916
H32 -3.77369 -1.74501 0.91967  0.3313
H33 -0.80665 1.15556 2.06561  0.8880
H34 7.38145 -5.73980 8.13573  0.3019
H35 4.61133 1.68047 -2.02150  -0.2040
H36 -0.12501 5.92365 -5.31976  -0.2245
H37 -0.30283 -0.11299 1.09155  0.6606
H38 -1.84173 3.57468 -0.78207  0.3908
H39 3.21517 2.36373 1.02376  0.3541
H40 0.33158 6.95158 -6.70876  0.3246
H41 -1.29162 5.04740 3.70567  0.3373
H42 -0.14016 -4.31506 0.70904  0.1572
H43 -1.20904 -5.80875 -1.63427  0.3097
H44 2.63798 0.79339 1.91671  0.2071
H45 -3.69618 -0.36892 3.30640  0.3388
H46 -0.99244 2.96199 -2.69267  0.3132
H47 -5.28708 -0.34329 1.63303  0.3711
H48 3.64408 -4.93680 -0.67589  0.2720
H49 1.42581 -0.01272 -0.29148  0.1166
H50 -2.07637 0.50347 3.70991  0.3625
H51 -0.04367 -3.01737 3.73241  0.4891
H52 -5.76471 1.45594 1.91048  0.3946
H53 3.19661 -6.46729 0.40189  0.1188
H54 -0.33028 -0.08045 -1.58552  0.2148
H55 -8.63739 2.97673 -0.01979  -0.2075
H56 0.77409 3.20239 -0.42121  0.1446
H57 3.37901 3.36733 -5.47510  0.4293
H58 3.60537 -6.68464 -1.43237  0.3152
H59 -2.07344 0.65252 -1.65781  0.3388
H60 -3.11843 -2.83207 -7.41161  0.2526

Force components x, y, z for each atom (eV/Å):
I 0.0 -0.3 -1.1
I 0.4 1.0 1.1
Cl -0.1 0.1 0.1
Cl -0.1 0.2 -0.1
Cl 0.0 0.0 0.1
Cl 0.1 0.1 0.1
Cl 0.3 -0.2 0.2
Cl 0.3 -0.1 0.2
Cl -0.1 -0.1 -0.1
Cl 0.1 0.0 -0.1
Cl 0.1 0.1 0.0
Cl 0.0 0.0 0.0
Cl 0.0 -0.2 0.0
Cl 0.1 -0.1 0.0
Cl 0.1 -0.1 0.0
Cl 0.1 0.1 0.0
Cl -0.1 0.0 -0.1
Cl 0.0 -0.1 0.0
Cl -0.4 -0.1 -0.6
Cl 0.0 -0.1 0.0
Cl 0.0 0.0 -0.1
Cl -0.1 0.0 0.0
F -4.7 1.7 1.3
F 5.4 -1.4 -0.4
F -0.6 0.3 5.3
F 3.7 2.3 -0.1
F -3.3 2.8 0.1
F 0.4 -3.8 3.2
F 4.5 -2.1 -0.9
F -2.8 -3.5 -0.5
F -1.3 5.2 -1.4
O 1.5 3.3 -1.6
O 0.6 -5.6 6.1
O 0.7 3.0 -0.3
O 2.8 -8.2 3.1
O -4.3 -5.3 -6.2
N 0.0 1.3 0.0
N 0.4 1.1 1.2
C 0.3 -1.1 0.9
C 0.0 -1.0 -0.6
C 0.0 0.0 1.5
C 0.1 -0.3 0.3
C -0.3 0.3 0.4
C -1.3 -2.4 -1.1
C 0.4 -0.5 0.2
C 0.0 -0.2 0.4
C -3.2 -0.8 1.0
C -0.4 -0.1 -0.2
C -2.1 -0.6 -0.9
C 0.3 0.2 -0.2
C 0.0 0.4 -0.4
C 2.7 3.4 3.5
C 0.0 -0.8 -0.1
C 0.9 0.6 0.6
C -0.4 2.0 0.4
C 0.3 0.1 -0.3
C -0.3 -0.1 -0.3
C -0.2 0.2 -0.4
C 1.4 1.4 -2.4
C -2.3 -0.3 -0.4
C -0.1 -0.2 0.4
C 1.3 1.7 8.8
C -0.6 -0.9 0.7
C -1.3 -2.2 -8.9
C 0.0 3.6 -3.8
C -1.4 -2.3 -3.1
C -1.1 0.6 0.2
C 0.0 -0.3 0.3
C -1.0 -1.0 1.0
C -0.9 -0.8 -0.2
C 1.0 -0.3 0.2
C -0.8 1.6 0.2
C 0.1 -1.7 1.8
C 0.4 0.5 -0.6
C -1.8 6.8 -1.3
C 2.6 2.9 -2.1
C 0.8 0.8 1.6
H 0.2 0.2 -0.2
H -0.2 0.1 -0.3
H -1.4 -1.0 2.4
H -0.9 -2.2 0.7
H -0.4 0.1 -0.4
H 0.1 0.2 -0.2
H 0.1 0.1 0.3
H 1.0 -0.5 2.1
H 0.0 0.0 0.3
H -0.2 -1.3 -1.9
H 0.3 -0.2 0.1
H -0.1 -0.3 0.2
H -0.3 0.6 2.3
H 0.6 -1.6 -0.4
H 0.7 1.0 -2.3
H -2.7 -0.6 -0.3
H 1.0 2.1 1.3
H -1.3 1.7 0.6
H 0.2 0.2 -0.2
H -0.9 0.0 2.2
H 1.7 0.5 -1.6
H -0.1 -0.3 0.2
H 0.2 0.3 0.0
H -1.5 0.1 -1.9
H 0.4 -0.3 0.2
H -1.0 -0.3 2.0
H 0.1 0.2 -0.2
H -0.2 0.1 -0.2
H 1.0 0.7 -2.3
H -0.3 0.0 -2.1
H 1.9 1.8 -0.6
H 1.9 1.6 -1.0
H -0.3 -0.6 -1.1
H -0.2 0.1 -0.3
H 2.8 0.5 1.4
H 0.2 0.3 0.0
H -0.9 0.1 0.0
H 0.1 -1.8 2.1
H -0.5 -2.3 -0.1
H 0.1 0.0 0.3
H -0.4 -2.1 -2.5
H -2.0 -0.7 -0.5
H 1.1 -0.4 2.4
H 1.1 0.5 -2.2
H 2.5 0.1 -0.9
H 0.7 -2.1 0.2
H 0.5 2.2 -1.2
H -1.7 -2.1 -0.1
H 0.8 2.1 -0.1
H -0.7 -1.8 -1.6
H -0.3 2.7 -0.3
H 1.3 -1.5 -1.8
H -0.5 1.1 -2.5
H -1.0 2.1 0.6
H -0.3 0.0 0.0
H -0.3 -2.2 1.5
H 0.0 0.0 0.3
H -1.3 1.4 1.3
H 2.5 0.5 0.4
H -0.3 0.0 0.1

Computed properties:
relative energy (zero: lowest compared OMol25 entry of this formula, charge and spin): 1644.0 kJ/mol
HOMO: -12.039 eV
max |F|: 9.25 eV/A
total charge: +1


2.
Computed, not measured: 12 unconnected molecules or ions with the total composition C39H60O36, with ωB97M-V with the def2-TZVPD basis set.

Each line ends with the Mulliken charge.
Cartesian coordinates (Å):
O1 5.04280 -1.24281 -4.34008  -0.0087
O2 4.49230 0.76043 -4.82381  0.1956
O3 2.28275 5.91979 0.51588  0.1387
O4 4.15043 -4.64782 -1.01465  -0.3747
O5 -0.53686 -3.48020 -2.90928  -0.3780
O6 -4.77352 0.73077 -5.98269  -0.5779
O7 0.71657 5.27375 -0.77259  0.3509
O8 0.98562 7.50049 -0.48664  -0.5779
O9 -4.26906 -1.41563 -5.47288  -0.1930
O10 2.95873 -0.49899 -3.84116  -1.0008
O11 -7.17823 -0.96914 2.88046  -0.2401
O12 -5.14401 -0.35568 2.44969  -0.2062
O13 5.48108 1.16448 -0.46625  0.8203
O14 -0.81493 -2.93992 5.91672  -0.5991
O15 0.73608 -0.62618 -0.14876  0.7741
O16 -6.14363 0.60444 4.35145  -0.5909
O17 -2.91318 -3.27128 5.30738  -0.3687
O18 1.92850 0.65507 3.36607  0.4046
O19 -0.83792 -2.71022 -4.94401  -0.5691
O20 -4.18599 0.06943 -3.92266  -0.2006
O21 2.84315 -5.71503 0.38922  -0.6113
O22 2.96821 1.03112 5.18126  -0.4272
O23 -0.91665 4.38901 2.76250  -0.3710
O24 -1.39868 0.00293 -0.09953  -0.2385
O25 -0.54531 -1.23519 1.71300  -0.4037
O26 -1.23117 2.99066 1.25034  -0.2922
O27 3.99695 -3.04012 4.77756  -0.5455
O28 2.19763 -3.78283 -0.75860  -0.3018
O29 3.76767 2.31466 0.22496  -0.7469
O30 3.42127 2.36362 3.46521  -0.5125
O31 -3.04940 3.95195 2.20824  -0.7116
O32 -1.34101 -3.55013 3.80105  -0.2399
O33 5.06793 -1.57912 3.27990  -0.4578
O34 3.35568 0.30582 -0.75050  -2.1797
O35 3.29738 -2.67837 2.68570  -0.3968
O36 -2.43416 -2.71841 -3.27772  -0.3608
C1 -8.12922 -1.36590 3.75127  -0.2174
C2 5.99011 2.10865 0.41775  -1.0871
C3 6.21786 -0.54046 -4.41051  -1.0628
C4 1.03588 0.03708 4.31884  -0.2877
C5 3.24326 6.68482 1.11793  -1.2157
C6 -0.26430 5.43754 -1.85027  -0.6388
C7 3.02187 -4.84643 -0.42594  0.6195
C8 -0.43998 -0.76213 0.54859  0.0038
C9 0.36429 3.86606 2.48875  0.7039
C10 2.82123 1.45965 3.94807  0.0812
C11 5.85387 0.68650 -5.10659  -1.1355
C12 -9.24991 -2.14094 3.01111  -1.2172
C13 -4.08758 1.46735 -3.48614  -0.8138
C14 -3.65218 -3.37594 -6.68321  -0.8029
C15 -4.48128 -0.12707 -5.19819  0.6161
C16 0.49346 0.02132 -1.34752  -0.8249
C17 -1.61544 -3.23892 5.06415  0.7191
C18 -2.54437 -3.84346 3.08882  0.1866
C19 -3.60055 -3.61477 4.09704  -0.1314
C20 -1.24432 -2.89327 -3.83041  0.6405
C21 2.83216 -3.07963 -1.83619  0.6945
C22 4.07296 -2.42531 3.76541  0.5124
C23 3.64185 -1.90578 1.55717  0.9598
C24 4.86358 3.07361 0.38900  -2.0311
C25 4.56397 -0.86317 2.16702  0.9827
C26 4.11319 1.21654 -0.39091  3.3648
C27 0.16822 2.82553 1.45691  0.1671
C28 -4.14695 -1.92253 -6.76956  -0.2932
C29 4.27613 -3.40978 -1.73779  -0.2993
C30 2.02147 -0.00433 5.55497  -0.4864
C31 -1.81931 3.80010 2.06260  0.4719
C32 -1.58958 4.91412 -1.46506  -0.6906
C33 -1.07364 -3.70660 -1.62210  0.2766
C34 -3.77407 -0.15093 2.85457  -0.5494
C35 -6.13388 -0.16336 3.34372  0.6254
C36 4.06907 -0.37226 -4.27427  1.2000
C37 -0.80522 0.80212 -1.14337  1.6393
C38 -2.34581 -3.00864 -1.84721  -0.0742
C39 1.31544 6.33658 -0.27427  0.2533
H1 -2.66236 -3.31136 2.14487  -0.0114
H2 2.86665 7.03225 2.07999  0.2912
H3 4.88352 -2.66194 -1.22799  0.1199
H4 -8.87045 -3.09867 2.65493  0.3022
H5 6.06443 1.68297 1.41844  0.2324
H6 0.73345 3.10757 0.56861  0.1351
H7 6.76891 -1.09091 -5.17304  0.3871
H8 -3.05726 1.82098 -3.52449  0.2650
H9 -3.09128 -0.75957 2.26172  -0.1913
H10 -1.47005 0.68470 -1.99912  0.0200
H11 -8.58480 -0.56099 4.32804  0.3039
H12 -4.63509 2.25884 -3.99788  0.3907
H13 1.00882 4.70520 2.22694  -0.1689
H14 3.59487 7.46127 0.43853  0.4204
H15 -9.54773 -1.58075 2.12477  0.3262
H16 4.69450 -3.55995 -2.73304  0.3641
H17 -2.41697 -2.08752 -1.26880  -0.1217
H18 2.79167 -1.36936 1.13581  -0.3605
H19 -0.01232 4.75075 -2.65831  0.2303
H20 -4.33464 -4.39804 4.28595  0.3235
H21 -1.53836 3.84661 -1.67929  -0.0303
H22 6.91215 -0.48029 -3.57239  0.2377
H23 -0.63349 1.86042 -0.94683  -1.2672
H24 -3.62426 -0.34089 3.91739  0.4099
H25 -4.50755 -4.03159 -6.52021  0.3114
H26 4.13771 6.07538 1.24703  0.2022
H27 -4.35811 1.52647 -2.43190  0.3310
H28 -3.66620 0.92912 2.75488  0.5674
H29 1.43185 0.28553 6.42471  0.3473
H30 -0.39012 6.48402 -2.12803  0.4543
H31 -1.89815 5.25310 -0.47613  0.2073
H32 -3.21654 -3.63124 -1.64151  0.4365
H33 5.09570 3.77775 -0.41001  0.5705
H34 0.22991 0.75115 4.48803  0.3353
H35 2.34006 -3.31025 -2.78104  0.3476
H36 0.72127 -0.91255 3.88604  0.1653
H37 5.32697 -0.50008 1.47848  0.2742
H38 4.10133 0.07687 2.46769  -0.9644
H39 4.21314 -2.40787 0.77638  -0.2638
H40 1.30966 0.66489 -1.67577  0.2419
H41 6.42858 1.47490 -4.62055  0.7283
H42 -4.21607 -2.81062 3.69382  -0.0802
H43 6.87274 2.38443 -0.15932  0.9777
H44 0.71798 3.27540 3.33380  0.0591
H45 -10.15706 -2.19073 3.61336  0.3682
H46 0.31589 1.77580 1.71062  -0.5431
H47 -0.45887 -3.35715 -0.79261  -0.1121
H48 2.54052 -0.94135 5.75666  0.3158
H49 -2.30897 5.39154 -2.13037  0.5185
H50 2.72516 -2.01606 -1.62294  -0.5880
H51 4.84222 3.69298 1.28566  0.1698
H52 -2.63489 -4.90130 2.84207  0.2715
H53 -7.80679 -2.03979 4.54500  0.2960
H54 0.27396 -0.65481 -2.17381  -0.1223
H55 -3.08260 -3.76884 -7.52541  0.3427
H56 -3.43987 -1.31675 -7.33628  0.3202
H57 -2.95694 -3.58170 -5.86933  0.0156
H58 6.19218 0.70664 -6.14256  0.3795
H59 -5.18146 -1.87533 -7.10964  0.3112
H60 -1.33643 -4.73662 -1.38106  0.3384

Force components x, y, z for each atom (eV/Å):
O -0.9 -2.6 2.0
O -1.0 1.9 -0.7
O -1.0 -2.5 -0.7
O 3.9 -0.6 -1.2
O 5.2 -2.1 1.2
O -0.4 0.2 -0.5
O -0.6 -0.8 -0.9
O 0.8 -1.5 0.4
O 0.4 0.2 2.5
O 0.4 -0.7 -0.2
O 3.1 1.6 -0.7
O -0.7 -0.9 0.8
O -2.2 -2.6 -1.0
O -0.4 -0.3 -1.1
O -0.9 -1.4 2.0
O 0.0 -3.5 -3.9
O -1.7 -0.1 -0.5
O -1.1 0.3 -2.1
O -0.9 0.4 0.5
O -0.2 1.5 1.1
O -0.7 0.7 -1.1
O 0.3 -0.2 2.5
O 1.0 2.0 2.3
O 0.1 -0.7 1.6
O 0.0 1.2 -4.9
O -0.9 -2.6 -3.2
O 0.3 1.0 0.3
O -0.1 -1.4 0.3
O -3.2 -0.5 -0.2
O 0.2 0.3 -0.6
O 3.4 -0.4 -0.8
O 0.3 -0.2 -1.0
O 0.2 0.2 2.3
O 2.0 2.4 0.8
O -1.4 -0.6 0.2
O -1.5 1.1 0.3
C -3.4 -1.1 2.0
C 0.4 0.2 -0.1
C 3.7 -2.1 -2.5
C 2.1 0.1 0.4
C 1.3 1.3 0.2
C 0.3 0.5 0.2
C -1.3 1.0 1.8
C 0.6 1.5 2.8
C 1.4 -0.2 1.7
C -0.5 -1.0 0.5
C 1.5 1.9 0.6
C 0.6 1.0 -0.5
C 0.4 0.1 0.6
C -0.2 -0.5 0.5
C 1.0 -0.3 -1.1
C -0.7 1.3 -2.5
C 1.5 0.7 1.6
C 0.4 -1.8 -0.4
C -2.0 1.4 0.4
C -0.2 -0.7 -0.2
C -1.3 2.1 0.2
C 1.2 -0.6 -2.9
C 0.2 2.0 -0.2
C 3.3 3.8 1.1
C 0.0 0.4 -0.5
C -0.3 -3.6 -1.2
C -0.5 0.3 -1.5
C 0.0 -0.5 -0.6
C -0.4 -0.8 -0.5
C -1.2 0.3 -0.9
C -4.7 0.3 0.8
C -0.8 0.2 0.3
C -0.6 -0.3 -0.4
C -0.5 1.6 0.7
C -0.3 1.6 2.0
C -2.1 1.3 0.2
C 0.4 -1.2 -0.5
C -2.7 1.3 0.1
C -0.7 2.7 -0.5
H 0.4 0.5 0.4
H 0.3 0.4 -0.1
H -0.1 -0.3 0.4
H -0.3 -0.1 0.3
H 0.8 -0.1 0.0
H -0.2 -0.4 -0.3
H 0.7 -0.4 0.3
H 0.3 -0.5 -0.3
H -0.4 0.3 -0.2
H 0.1 0.3 0.0
H 0.1 0.5 -0.3
H -0.5 -0.8 -0.5
H 0.2 -0.4 0.0
H -0.4 0.5 0.3
H 0.1 0.1 -0.1
H 0.2 -0.3 0.2
H -0.2 0.2 -0.3
H -0.2 -0.6 0.0
H 1.1 0.8 -0.2
H 0.6 -0.4 0.1
H -0.8 -0.1 0.8
H -1.0 0.1 0.8
H -0.4 -0.2 0.8
H -0.2 -0.3 0.1
H 0.0 -0.1 -0.1
H -0.3 -0.3 0.3
H -0.2 -0.5 -0.1
H 0.9 -0.1 -0.3
H 0.5 0.2 0.2
H 0.8 -0.1 -0.1
H 0.0 -0.6 0.2
H 0.0 0.2 0.1
H -0.8 0.0 -0.6
H -0.2 -0.3 0.1
H 0.1 -0.2 0.0
H -0.1 0.1 0.3
H 0.5 -0.8 0.2
H -0.5 -0.3 0.3
H -0.4 -0.7 0.3
H 0.2 -0.3 0.5
H -0.5 0.7 0.0
H -0.1 0.6 0.8
H 0.6 0.7 1.1
H 0.3 1.0 0.7
H 0.3 -0.5 0.2
H 0.4 0.2 0.3
H 0.3 0.4 -0.5
H 0.0 0.1 -0.3
H -0.1 -0.3 -0.3
H -0.4 0.0 -0.2
H -0.5 -0.3 0.2
H 0.9 -0.2 -0.2
H 0.9 -0.1 0.0
H 0.5 -0.6 0.1
H -0.4 0.5 -0.5
H -0.3 0.2 -0.2
H -0.2 0.6 0.2
H -1.0 -0.1 -0.3
H 0.3 -0.1 -1.1
H 0.8 -0.5 -0.7

Computed properties:
HOMO (spin up / spin down): 0.001 / -8.891 eV
max |F|: 5.74 eV/A
multiplicity: 2
total charge: -1


How do the records compare in E? In the order shown, they have -345714.3875, -115121.0854 eV.